# 1
The following is a quantum chemistry calculation of 14 unconnected molecules or ions with the total composition C3H35NO15 in a non-equilibrium geometry, from OMol25.

## Properties
DFT total energy	-1318.508881	Eh
2S+1	2
M	325.3	g/mol
total charge	-1
Kohn-Sham gap (alpha / beta)	0.07349 / 0.33620	hartree
HOMO level (alpha / beta)	0.23 / -7.00	eV

XYZ file:
```
54
C3H35NO15, DFT ωB97M-V/def2-TZVPD
O 0.692 -0.278 3.739
O 2.537 -1.270 1.414
O 0.672 2.255 2.847
O 1.411 3.173 -0.370
O -2.425 -2.883 -2.603
O -4.134 0.292 -0.116
O 4.167 0.034 -1.681
O -0.927 1.304 0.692
O -0.729 2.773 -3.452
O -1.722 -0.457 -3.198
O -2.429 -2.486 -0.050
O 1.201 -1.844 -3.291
O -2.323 3.935 1.936
O 3.322 0.806 2.581
O -1.346 -2.682 2.871
N 1.235 0.168 -1.570
C 1.681 -1.331 0.228
C -0.403 0.003 0.297
C 1.074 0.017 -0.128
H 1.018 3.292 0.497
H -2.599 -2.584 -1.703
H -5.019 0.141 0.080
H -1.718 -2.964 0.157
H -2.618 3.283 2.520
H -2.098 -1.187 -2.761
H 1.464 -2.117 -4.112
H 3.708 1.372 3.269
H 1.117 1.183 -1.906
H 4.311 -0.837 -1.871
H -1.593 -0.550 -4.138
H 0.974 0.052 4.650
H 0.462 -0.296 -2.108
H -1.847 1.347 0.358
H -0.634 -0.554 1.263
H 1.421 -0.491 3.176
H 3.360 -0.837 1.407
H -2.087 -3.731 -2.691
H 3.182 0.149 -1.561
H 0.313 -1.377 -3.445
H -1.721 -2.971 3.647
H -1.468 3.756 1.697
H -3.090 -2.652 0.634
H 0.407 1.286 2.857
H -1.151 1.997 -3.408
H 0.781 2.530 -0.794
H -0.488 -2.177 3.022
H -1.106 3.542 -3.000
H 2.345 -1.625 -0.590
H -0.878 -0.371 -0.576
H 1.504 0.954 0.288
H 1.472 2.162 2.291
H -3.653 -0.359 0.294
H 1.068 -2.222 0.620
H 3.309 1.327 1.787
```

# 2
The following is a quantum chemistry calculation of a molecular structure, C9H15Cl2MnN in a non-equilibrium geometry, from OMol25.

## Properties
DFT total energy	-2478.005456	Eh
2S+1	5
M	263.1	g/mol
total charge	-1
Kohn-Sham gap (alpha / beta)	0.16238 / 0.17475	hartree
HOMO level (alpha / beta)	-1.69 / -2.03	eV
relative energy (zero: lowest compared OMol25 entry of this formula, charge and spin)	177.8	kJ/mol

XYZ file:
```
28
C9H15Cl2MnN, DFT ωB97M-V/def2-TZVPD
Mn -0.572 -0.854 0.005
Cl -2.229 0.457 0.705
Cl 0.886 -2.497 0.029
N 0.360 -0.200 1.635
C -0.090 2.087 -3.067
C 1.297 -0.330 4.053
C 0.937 1.181 -2.330
C -0.731 -0.590 -2.014
C -1.134 1.232 -3.795
C 0.732 -0.281 2.733
C -1.805 0.230 -2.851
C 0.197 0.258 -1.428
C -1.658 -1.715 -1.140
H -0.650 0.647 -4.589
H 0.657 -0.872 4.756
H -0.233 -1.227 -2.771
H -1.899 1.859 -4.265
H -2.435 -0.496 -3.379
H -2.726 -1.455 -1.169
H -2.437 0.760 -2.125
H -0.582 2.717 -2.316
H -1.357 -2.715 -1.428
H 0.385 2.768 -3.781
H 0.210 0.577 -0.359
H 1.448 0.680 4.449
H 1.683 1.782 -1.823
H 1.475 0.600 -3.096
H 2.269 -0.836 4.043
```

# 3
The following is a quantum chemistry calculation of 4 unconnected molecules or ions with the total composition C5H20N2O3 in a non-equilibrium geometry, from OMol25.

## Properties
DFT total energy	-537.606337	Eh
M	156.2	g/mol
Kohn-Sham gap	0.31241	hartree
HOMO level	-8.22	eV
relative energy (zero: lowest compared OMol25 entry of this formula, charge and spin)	323.2	kJ/mol

XYZ file:
```
30
C5H20N2O3, DFT ωB97M-V/def2-TZVPD
O 2.043 1.895 1.708
O -1.386 0.541 1.785
O 1.463 3.793 0.151
N 0.073 -0.474 -1.343
N -0.127 -2.074 1.181
C -0.357 -2.699 -0.135
C 0.534 1.918 -1.782
C -1.390 -3.907 -0.097
C -0.841 -1.550 -1.162
C -0.469 0.889 -1.152
H 2.723 2.233 2.352
H -0.627 0.861 1.320
H -0.168 -2.824 1.900
H 0.762 1.721 -2.864
H -1.947 -1.249 -1.040
H 1.500 1.684 -1.204
H 0.804 -0.488 -0.694
H -1.346 -4.486 0.861
H 0.044 2.890 -1.584
H -0.803 -1.292 1.390
H -2.387 -3.468 -0.337
H -1.226 -4.628 -0.976
H 1.893 4.586 0.441
H -1.587 1.193 -1.268
H -1.086 -2.098 -1.987
H 0.496 -3.050 -0.586
H 1.994 3.732 -0.682
H 1.906 2.522 0.909
H -2.039 1.002 2.109
H -0.349 1.252 -0.117
```

# 4
The following is a quantum chemistry calculation of a molecular structure, C51H53I3N3O2P2Ti in a non-equilibrium geometry, from OMol25.

## Properties
DFT total energy	-4715.113873	Eh
M	1230.5	g/mol
total charge	+1
Kohn-Sham gap	0.26339	hartree
HOMO level	-10.02	eV
relative energy (zero: lowest compared OMol25 entry of this formula, charge and spin)	223.8	kJ/mol

XYZ file:
```
115
C51H53I3N3O2P2Ti, DFT ωB97M-V/def2-TZVPD
I -4.116 1.468 -0.505
I 6.740 -3.913 -2.773
I -3.370 -1.935 0.117
Ti -0.345 -0.717 -0.372
P -0.693 0.040 2.387
P -0.137 2.043 0.439
O 1.016 -4.144 1.188
O 0.298 -2.337 0.156
N -0.977 -1.029 -1.932
N -0.986 1.666 1.885
N 1.952 -0.124 -0.155
C 2.623 -0.732 0.834
C -2.265 -0.586 3.039
C 4.747 0.005 -0.001
C 3.938 -2.878 -2.339
C 2.050 5.345 1.698
C -2.388 -2.745 -3.159
C 2.730 -2.722 -1.677
C -1.845 -4.723 -1.492
C 2.307 0.451 5.175
C -0.727 4.779 -2.429
C -0.254 -4.102 -3.305
C -0.455 0.165 5.235
C 3.994 -0.690 0.947
C -3.363 -2.548 3.917
C 1.215 3.146 1.101
C 0.265 0.274 6.418
C -1.849 -1.419 -2.988
C -4.785 -0.535 -0.620
C -2.163 4.011 -0.176
C -0.128 0.958 -4.098
C -0.279 3.735 -1.638
C 4.595 -4.553 -0.735
C -1.650 0.895 -4.262
C -2.626 5.047 -0.981
C 2.387 2.607 1.627
C -2.334 -0.425 -3.884
C 6.245 0.025 0.061
C 0.198 0.197 4.000
C -1.909 5.436 -2.102
C -2.329 2.067 -3.554
C -3.535 -0.632 -4.555
C -1.717 -4.106 -2.888
C -3.422 0.150 3.223
C 4.875 -3.775 -1.848
C 3.219 4.789 2.198
C 3.375 -4.397 -0.093
C -4.537 -1.816 4.065
C 1.062 4.537 1.152
C -4.563 -0.471 3.726
C -3.608 -2.871 -3.814
C 1.198 -3.344 0.309
C -0.990 3.346 -0.501
C 1.646 0.410 6.394
C 3.382 3.412 2.166
C -2.235 -1.935 3.399
C 2.440 -3.468 -0.543
C -1.315 2.717 2.865
C 1.587 0.340 3.995
C 4.042 0.654 -1.007
C 2.668 0.560 -1.048
C -4.239 -1.812 -4.440
H 2.021 -2.011 -2.065
H -2.724 3.737 0.710
H -2.891 -4.861 -1.212
H -1.391 2.288 3.861
H -3.415 2.016 -3.664
H -5.469 0.108 3.868
H -3.333 -3.593 4.197
H -1.324 -2.512 3.257
H 0.360 0.139 -4.634
H -5.685 -0.638 -0.030
H -4.052 -3.861 -3.875
H 4.151 -2.291 -3.226
H 3.385 0.563 5.142
H 2.202 0.479 7.322
H 2.125 0.362 3.060
H -1.848 1.000 -5.332
H -2.269 3.187 2.623
H -3.450 1.204 2.979
H -3.547 5.557 -0.721
H -0.076 -3.453 -4.166
H -4.948 -0.762 -1.667
H -1.356 -4.113 -0.741
H 0.165 5.008 0.772
H 6.631 -0.997 0.072
H -1.368 -5.706 -1.484
H 2.109 1.047 -1.841
H 2.039 -1.282 1.559
H 1.900 6.418 1.731
H 6.675 0.549 -0.792
H -5.431 -2.295 4.448
H 5.316 -5.274 -0.369
H -5.202 -1.940 -4.919
H -0.545 3.486 2.891
H 4.284 2.957 2.561
H 0.642 3.223 -1.901
H 0.350 -3.763 -2.481
H -3.906 0.157 -5.203
H 4.566 1.211 -1.775
H -1.528 0.050 5.293
H -2.273 6.241 -2.727
H 4.479 -1.214 1.764
H 2.538 1.544 1.628
H 3.131 -4.993 0.776
H 0.243 1.905 -4.502
H 0.072 -5.112 -3.563
H -2.094 2.046 -2.493
H -2.237 -4.784 -3.562
H -0.163 5.080 -3.303
H -1.988 3.020 -3.965
H 0.155 0.895 -3.057
H 3.992 5.423 2.616
H -0.264 0.247 7.363
H 6.588 0.511 0.976
```

# 5
The following is a quantum chemistry calculation of a molecular structure, C24H40O12PdS3 in a non-equilibrium geometry, from OMol25.

## Properties
DFT total energy	-3163.340466	Eh
2S+1	3
M	723.2	g/mol
total charge	-2
Kohn-Sham gap (alpha / beta)	0.12952 / 0.07777	hartree
HOMO level (alpha / beta)	-0.33 / -0.33	eV
relative energy (zero: lowest compared OMol25 entry of this formula, charge and spin)	804.6	kJ/mol

XYZ file:
```
80
C24H40O12PdS3, DFT ωB97M-V/def2-TZVPD
Pd 0.724 0.435 0.405
S 2.187 -5.540 0.929
S -3.077 -1.671 -4.684
S -1.472 6.351 -0.622
O 7.570 0.239 -3.377
O 4.563 0.720 -3.375
O 1.466 -6.221 -0.191
O -2.969 -0.715 -5.821
O 1.896 -4.129 1.104
O 7.200 -0.404 -7.999
O 2.669 1.217 4.523
O -2.112 -1.543 -3.596
O 4.472 0.135 -7.923
O -3.775 0.139 2.229
O -0.424 5.411 -0.105
O -2.468 5.827 -1.573
C 4.074 -5.837 2.615
C -4.788 -1.677 -4.087
C -4.710 -0.339 3.210
C 3.988 -5.857 1.061
C 6.753 0.180 -4.393
C -4.416 -4.074 -5.073
C 1.841 2.895 6.147
C 6.656 -0.150 -6.877
C 3.018 -6.811 3.166
C -3.081 -3.396 -5.405
C 4.440 0.353 -5.601
C 5.049 0.064 -6.828
C -1.357 9.008 -0.241
C -0.781 7.998 -1.231
C -1.688 8.324 1.169
C 1.708 -6.404 2.528
C -2.315 6.985 0.890
C 7.408 -0.026 -5.544
C -5.984 -1.077 2.590
C 2.736 1.725 5.806
C -5.033 -3.208 -3.959
C 5.219 0.401 -4.485
C -5.159 0.674 4.198
C 2.557 0.466 6.672
H -6.114 -3.271 -3.840
H 4.589 -5.127 0.519
H 0.826 2.715 6.502
H -6.570 -0.500 1.875
H 2.958 -6.733 4.252
H -5.682 -1.986 2.070
H -2.353 9.407 -0.434
H -2.976 -3.537 -6.480
H -6.661 -1.367 3.394
H -4.996 -1.012 -3.250
H 2.377 3.473 6.899
H 5.051 -6.214 2.916
H -2.351 8.817 1.880
H 0.303 7.882 -1.242
H -4.224 -1.113 3.804
H 3.298 -0.331 6.720
H 3.770 2.003 6.010
H -4.298 -5.097 -4.715
H 3.384 0.563 -5.679
H 1.264 -5.615 3.136
H -0.757 8.274 1.734
H 1.705 -0.183 6.472
H -4.478 -3.536 -3.080
H -5.671 1.558 3.817
H 2.664 0.865 7.681
H -5.141 -4.097 -5.886
H 3.983 -4.835 3.036
H 8.486 -0.074 -5.500
H -4.379 1.086 4.838
H -5.371 -1.363 -4.953
H 4.245 -6.834 0.649
H -3.328 6.883 0.502
H 0.976 -7.170 2.275
H 1.544 3.561 5.337
H -0.540 9.676 0.033
H -2.420 -4.093 -4.889
H 3.386 -7.821 2.991
H -1.152 8.161 -2.243
H -5.814 0.341 5.003
H -2.118 6.175 1.593
```